Below is a structure of composition C11H23ClI2NOsP2, with properties calculated with ωB97M-V with the def2-TZVPD basis set.

The calculation puts the total energy at -63008.8670 eV. The expectation value of S² is 6.0201. Its charge is +3. As for the maximum force: 6.97 eV/A. Its spin multiplicity is 5. The HOMO energy (spin up / spin down) comes out at -18.533 / -18.458 eV. The value obtained for the frontier orbital gap (spin up / spin down) is 6.341 / 4.529 eV.

Positions of all 41 atoms, in Å:
I (0.039, -0.816, -5.786)
I (0.047, 1.883, -6.198)
Os (0.036, 0.918, 0.202)
P (-2.135, 1.016, 0.225)
C (-3.096, 0.834, -1.314)
C (-2.928, -0.267, 1.272)
H (-4.001, -0.052, 1.303)
H (-3.942, 2.401, 1.030)
H (-2.510, -0.231, 2.281)
H (-2.409, 2.728, 1.911)
H (-2.850, -0.118, -1.794)
H (-2.770, -1.265, 0.853)
C (-2.859, 2.533, 0.934)
H (-4.170, 0.862, -1.083)
H (-2.645, 3.373, 0.266)
H (-2.844, 1.652, -1.995)
P (2.202, 1.002, 0.242)
C (3.168, 0.821, -1.294)
C (2.926, 2.516, 0.956)
H (2.596, -0.238, 2.301)
H (4.080, -0.056, 1.312)
H (2.848, -1.272, 0.871)
C (3.007, -0.274, 1.289)
H (2.468, 2.711, 1.929)
H (4.008, 2.375, 1.060)
H (4.240, 0.841, -1.059)
H (2.923, 1.642, -1.975)
H (2.722, 3.356, 0.285)
H (2.914, -0.129, -1.773)
Cl (0.027, 1.572, 2.538)
C (-0.169, -3.943, 0.081)
C (0.041, -3.281, 1.285)
C (0.111, -1.891, 1.301)
N (0.028, -1.201, 0.141)
C (-0.189, -1.820, -1.046)
C (-0.297, -3.205, -1.082)
H (-0.235, -5.028, 0.061)
H (0.152, -3.801, 2.229)
H (0.229, -1.299, 2.218)
H (-0.275, -1.175, -1.927)
H (-0.490, -3.675, -2.049)

Below is a structure of composition C11H23ClNO6P2Yb, with properties calculated with ωB97M-V with the def2-TZVPD basis set.

The calculation puts the total energy at -88162.7533 eV. The expectation value of S² is 0.7509. Its charge is +2. As for the maximum force: 4.37 eV/A. Its spin multiplicity is 2. The HOMO energy (spin up / spin down) comes out at -15.613 / -15.601 eV. The value obtained for the frontier orbital gap (spin up / spin down) is 7.794 / 6.054 eV.

Positions of all 45 atoms, in Å:
Yb (1.518, -1.072, -0.281)
P (1.135, 1.787, -1.722)
C (-0.671, 1.884, -2.053)
C (-1.510, 0.746, -1.481)
N (-0.987, -0.299, -0.796)
C (-1.830, -1.281, -0.374)
C (-3.188, -1.308, -0.695)
C (-3.699, -0.258, -1.443)
C (-2.852, 0.769, -1.831)
C (-1.323, -2.394, 0.581)
P (-0.369, -1.765, 2.047)
H (-3.195, 1.586, -2.456)
H (-3.820, -2.119, -0.314)
H (-4.755, -0.214, -1.672)
H (-2.171, -2.968, 1.015)
H (-0.730, -3.175, 0.043)
H (-1.067, 2.906, -1.910)
H (-0.694, 1.856, -3.183)
H (-0.996, 2.784, 1.763)
O (-1.445, 3.457, 2.331)
H (-2.189, 3.729, 1.686)
H (0.596, 0.761, 2.525)
O (1.440, 0.382, 2.125)
H (2.043, 1.171, 2.027)
C (-1.572, -1.682, 3.429)
H (-2.252, -2.548, 3.451)
H (-1.010, -1.630, 4.377)
H (-2.159, -0.749, 3.353)
C (0.727, -3.192, 2.485)
H (1.492, -2.754, 3.155)
H (0.228, -4.015, 3.029)
H (1.255, -3.631, 1.616)
C (1.640, 1.727, -3.495)
H (1.650, 2.728, -3.948)
H (2.636, 1.273, -3.569)
H (0.922, 1.103, -4.041)
C (1.586, 3.533, -1.379)
H (2.624, 3.567, -1.019)
H (1.502, 4.174, -2.266)
H (0.939, 3.926, -0.587)
O (5.489, -1.389, 0.248)
Cl (4.171, -1.774, -0.109)
O (3.629, -0.977, -1.254)
O (4.055, -3.166, -0.424)
O (3.211, -1.490, 1.019)

Below is a structure of composition C11H23CrO3P2, with properties calculated with ωB97M-V with the def2-TZVPD basis set.

The calculation puts the total energy at -64919.7658 eV. The expectation value of S² is 3.8021. As for the maximum force: 3.60 eV/A. Its spin multiplicity is 4. The HOMO energy (spin up / spin down) comes out at -6.065 / -5.336 eV. The value obtained for the frontier orbital gap (spin up / spin down) is 6.677 / 5.918 eV.

Positions of all 40 atoms, in Å:
C (2.912, 0.828, -2.737)
C (3.557, 0.991, -1.474)
C (3.650, -0.288, -0.868)
C (3.043, -1.285, -1.687)
C (2.670, -0.586, -2.910)
Cr (1.523, 0.119, -1.276)
P (-0.538, 0.790, -2.713)
H (2.703, 1.601, -3.493)
H (4.018, 1.905, -1.113)
H (4.133, -0.488, 0.108)
H (2.340, -1.020, -3.854)
H (2.955, -2.363, -1.472)
H (-1.405, -0.321, -3.033)
H (-0.072, 1.318, -3.952)
H (-1.380, 1.854, -2.270)
C (0.080, -2.720, 2.942)
C (0.937, -2.076, 1.876)
O (0.787, -0.614, 1.877)
P (0.151, 0.071, 0.561)
O (-1.265, -0.705, 0.424)
C (-2.460, -0.029, -0.085)
C (-3.380, -1.119, -0.538)
O (-0.244, 1.615, 0.934)
C (-1.055, 1.966, 2.111)
C (-1.864, 3.206, 1.762)
H (0.383, -2.433, 3.954)
H (0.207, -3.800, 2.869)
H (-0.988, -2.518, 2.813)
H (1.989, -2.258, 2.082)
H (0.683, -2.514, 0.894)
H (-2.847, 0.600, 0.734)
H (-2.166, 0.644, -0.899)
H (-3.633, -1.729, 0.330)
H (-4.272, -0.639, -0.925)
H (-2.914, -1.717, -1.324)
H (-1.703, 1.103, 2.369)
H (-0.323, 2.128, 2.920)
H (-2.491, 3.000, 0.874)
H (-2.517, 3.417, 2.618)
H (-1.205, 4.064, 1.572)

Below is a structure of composition C11H23I2NO5, with properties calculated with ωB97M-V with the def2-TZVPD basis set.

The calculation puts the total energy at -39704.4242 eV. As for the maximum force: 5.52 eV/A. Its spin multiplicity is 1. The HOMO energy comes out at -8.971 eV. The value obtained for the frontier orbital gap is 8.779 eV.

Positions of all 42 atoms, in Å:
C (7.570, 0.122, 1.055)
C (6.932, 0.353, -0.413)
I (7.715, 2.084, -1.506)
C (5.947, -0.529, -0.977)
I (5.310, -0.011, -3.026)
O (5.455, -1.670, -0.267)
C (4.474, -1.319, 0.716)
O (4.815, -0.975, 1.882)
N (2.999, -1.387, 0.482)
C (2.571, -0.459, -0.611)
C (0.939, -0.484, -0.597)
C (0.318, 0.338, 0.636)
O (0.437, 0.026, -1.871)
H (8.558, 0.705, 1.180)
H (6.863, 0.450, 1.892)
H (7.790, -1.009, 1.109)
H (2.836, -2.379, 0.210)
H (2.907, 0.621, -0.447)
H (2.867, -0.897, -1.625)
H (0.667, -1.605, -0.497)
H (0.766, 1.402, 0.568)
H (-0.802, 0.428, 0.446)
H (0.578, -0.163, 1.635)
H (0.493, -0.681, -2.557)
C (-4.887, 0.551, 2.263)
C (-3.541, 0.977, 1.711)
O (-2.572, -0.039, 1.947)
H (-4.818, 0.354, 3.336)
H (-5.641, 1.324, 2.094)
H (-5.223, -0.377, 1.789)
H (-3.200, 1.892, 2.202)
H (-3.601, 1.164, 0.636)
H (-2.878, -0.841, 1.503)
C (-6.540, -0.355, -1.566)
C (-5.697, 0.900, -1.685)
O (-4.340, 0.613, -1.366)
H (-6.481, -0.761, -0.553)
H (-7.586, -0.146, -1.803)
H (-6.174, -1.132, -2.244)
H (-6.052, 1.666, -0.992)
H (-5.742, 1.306, -2.700)
H (-4.030, -0.058, -1.989)